1.
Here is a gas-phase ion, C3H6N3O (charge +1) at a distorted geometry from the Open Molecules 2025 dataset. Energies are from ωB97M-V with the def2-TZVPD basis set.

Geometry as XYZ:
```
13
Properties=species:S:1:pos:R:3:nbo_charge:R:1
C 0.755 0.407 0.657 0.327
C -2.195 0.602 -0.176 0.434
C -0.540 -0.964 -0.803 -0.167
N 0.415 1.436 0.005 -0.467
N -1.269 0.185 -1.109 -0.094
N 0.332 -0.833 0.313 -0.523
O -2.265 0.117 0.933 -0.417
H 1.314 0.484 1.543 0.253
H -2.981 1.346 -0.429 0.200
H -1.243 -1.866 -0.580 0.326
H 0.060 -1.138 -1.717 0.247
H 0.809 2.344 -0.050 0.441
H 0.362 -1.456 1.088 0.441
```

Frontier orbital gap (spin up / spin down) ... 6.77 / 6.77 eV
Charge ... +1
2S+1 ... 1
LUMO energy (spin up / spin down) ... -8.55 / -8.55 eV

---

2.
Here is a gas-phase ion, C3H6N3O (charge +1) at a distorted geometry from the Open Molecules 2025 dataset. Energies are from ωB97M-V with the def2-TZVPD basis set.

Geometry as XYZ:
```
13
Properties=species:S:1:pos:R:3:nbo_charge:R:1
C 0.583 -1.403 0.058 0.237
C 1.020 0.837 0.026 -0.051
C -1.267 -0.142 -0.374 0.308
N -0.641 -1.387 0.000 -0.267
N 1.496 -0.384 -0.203 -0.325
N -0.242 1.012 -0.145 -0.412
O -2.323 0.125 0.577 -0.673
H 1.091 -2.262 0.332 0.206
H 1.762 1.693 0.328 0.262
H -1.760 -0.247 -1.420 0.272
H 2.560 -0.568 -0.217 0.479
H -0.841 1.793 0.155 0.458
H -3.149 -0.216 0.250 0.507
```

Frontier orbital gap (spin up / spin down) ... 7.40 / 6.79 eV
⟨S²⟩ ... 2.0164
Charge ... +1
2S+1 ... 3
LUMO energy (spin up / spin down) ... -3.44 / -9.14 eV

---

3.
Here is 2 unconnected molecules or ions with the total composition C3H6N3O2 at a distorted geometry from the Open Molecules 2025 dataset. Energies are from ωB97M-V with the def2-TZVPD basis set.

Geometry as XYZ:
```
14
Properties=species:S:1:pos:R:3:nbo_charge:R:1
C -2.810 0.131 -0.040 0.830
C 2.116 -0.918 0.213 -0.774
C 1.760 0.429 -0.233 0.155
N -0.868 -0.902 -0.039 0.126
N -1.711 1.068 -0.079 -0.458
N -0.558 0.298 -0.074 -0.011
O -3.947 0.506 0.049 -0.485
O -2.196 -1.076 0.002 -0.265
H 1.660 -1.050 1.257 0.286
H 1.621 -1.771 -0.365 0.306
H 3.279 -0.800 0.074 0.341
H 1.634 0.676 -1.350 0.245
H 1.709 1.375 0.449 0.255
H -1.689 2.033 0.137 0.449
```

Frontier orbital gap ... 8.43 eV
Charge ... +1
2S+1 ... 1
LUMO energy ... -6.56 eV

---

4.
Here is 2 unconnected molecules or ions with the total composition C3H6N3O2S at a distorted geometry from the Open Molecules 2025 dataset. Energies are from ωB97M-V with the def2-TZVPD basis set.

Geometry as XYZ:
```
15
Properties=species:S:1:pos:R:3:nbo_charge:R:1
C -0.487 0.392 0.279 -0.442
C -0.268 -0.877 1.214 -0.264
C 0.711 0.466 -0.703 -0.563
N 1.171 -0.928 1.527 -0.707
N 3.097 -1.529 -1.720 -0.281
N 3.747 -0.555 -2.164 0.465
O 3.709 0.597 -1.538 -0.632
O 4.303 -0.599 -3.274 -0.549
S 2.096 -0.305 0.340 0.737
H -1.378 0.328 -0.246 0.199
H -0.510 1.309 0.822 0.197
H -0.688 -0.796 2.240 0.186
H -0.781 -1.755 0.910 0.183
H 0.634 -0.313 -1.625 0.227
H 0.937 1.446 -1.194 0.243
```

Frontier orbital gap (spin up / spin down) ... 8.05 / 7.37 eV
Charge ... -1
2S+1 ... 1
LUMO energy (spin up / spin down) ... 3.65 / 3.65 eV

---

5.
Here is 2 unconnected molecules or ions with the total composition C3H6N4 at a distorted geometry from the Open Molecules 2025 dataset. Energies are from ωB97M-V with the def2-TZVPD basis set.

Geometry as XYZ:
```
13
Properties=species:S:1:pos:R:3:nbo_charge:R:1
H -3.195 1.346 -0.198 0.349
N -2.261 1.754 -0.165 -0.641
C -1.316 0.918 0.073 0.148
C -1.267 -0.690 -0.080 0.048
N -2.465 -0.843 0.284 -0.618
H -2.881 -1.768 0.331 0.331
H -0.455 1.414 0.526 0.171
H -0.647 -1.466 -0.526 0.201
N 1.126 0.365 -0.482 -0.374
C 2.088 -0.203 -0.122 0.421
N 3.400 -0.398 -0.003 -0.856
H 3.829 -0.603 0.887 0.408
H 4.045 0.175 -0.525 0.413
```

Structure (SMILES) ... [H]/N=C\C=N\[H].N#CN
Frontier orbital gap ... 8.71 eV
2S+1 ... 1
LUMO energy ... 0.13 eV

---

6.
Here is C3H6N4 in the gas phase at a distorted geometry from the Open Molecules 2025 dataset. Energies are from ωB97M-V with the def2-TZVPD basis set.

Geometry as XYZ:
```
13
Properties=species:S:1:pos:R:3:nbo_charge:R:1
C 0.128 1.200 1.873 -0.478
N 0.387 -0.356 1.547 -0.434
N 0.267 -0.508 0.158 -0.044
C -1.015 -0.867 -0.377 -0.120
C -0.918 -0.297 -1.568 -0.131
N 0.277 0.324 -1.813 -0.239
N 0.909 0.220 -0.668 -0.058
H -1.025 1.347 2.052 0.237
H 0.426 1.331 2.873 0.204
H 0.926 1.945 1.336 0.240
H 1.226 -0.744 1.538 0.361
H -1.922 -1.240 0.281 0.252
H -1.687 -0.609 -2.212 0.209
```

Structure (SMILES) ... CNn1ccnn1
Frontier orbital gap ... 10.85 eV
2S+1 ... 1
LUMO energy ... 0.97 eV

---

7.
Here is a molecular structure, C3H6N4 at a distorted geometry from the Open Molecules 2025 dataset. Energies are from ωB97M-V with the def2-TZVPD basis set.

Geometry as XYZ:
```
13
Properties=species:S:1:pos:R:3:nbo_charge:R:1
C 0.851 0.095 -0.086 0.518
C -0.140 1.849 0.091 -0.071
C -1.202 1.009 -0.043 -0.158
H 2.938 -0.455 0.133 0.430
H 1.891 -1.939 -0.496 0.400
H -0.088 2.905 -0.276 0.206
H -2.270 0.925 -0.231 0.228
H -2.479 -1.348 -0.354 0.331
H -1.115 -1.870 1.378 0.333
N 1.944 -0.756 -0.069 -0.848
N 1.181 1.264 0.149 -0.488
N -0.495 -0.203 -0.264 -0.271
N -1.016 -1.476 0.066 -0.610
```

Frontier orbital gap ... 7.89 eV
2S+1 ... 1
LUMO energy ... -0.20 eV

---

8.
Here is C3H6N4O in the gas phase at a distorted geometry from the Open Molecules 2025 dataset. Energies are from ωB97M-V with the def2-TZVPD basis set.

Geometry as XYZ:
```
14
Properties=species:S:1:pos:R:3:nbo_charge:R:1
H 2.419 2.004 -0.095 0.385
N 1.621 1.407 -0.331 -0.777
C 1.101 0.917 0.735 0.327
N -0.316 1.110 1.019 -0.525
C -0.941 0.141 0.487 0.407
N -2.261 -0.160 0.502 -0.804
C 0.040 -1.032 -0.288 0.607
N 0.424 -0.733 -1.556 -0.823
O -0.009 -2.153 0.189 -0.599
H 1.638 0.464 1.576 0.159
H -2.484 -1.147 0.436 0.413
H -2.820 0.409 1.125 0.399
H 0.871 -1.461 -2.093 0.399
H 0.718 0.232 -1.706 0.433
```

Structure (SMILES) ... [H]/N=C/N=C(/N)C(N)=O
Frontier orbital gap ... 9.63 eV
2S+1 ... 1
LUMO energy ... 0.20 eV

---

9.
Here is C3H6N4O in the gas phase at a distorted geometry from the Open Molecules 2025 dataset. Energies are from ωB97M-V with the def2-TZVPD basis set.

Geometry as XYZ:
```
14
Properties=species:S:1:pos:R:3:nbo_charge:R:1
H -2.902 1.018 -0.781 0.358
N -2.037 0.594 -0.713 -0.733
C -1.940 -0.269 0.222 0.307
N -0.750 -0.873 0.514 -0.684
C 0.406 -0.843 -0.308 0.658
O 0.935 -1.891 -0.638 -0.502
C 1.154 0.517 -0.083 0.320
N 2.437 0.236 0.159 -0.801
N 0.696 1.720 -0.035 -0.669
H -0.341 1.670 -0.214 0.370
H -2.817 -0.684 0.862 0.166
H -0.651 -1.406 1.357 0.420
H 3.111 0.917 -0.199 0.397
H 2.700 -0.705 -0.143 0.393
```

Structure (SMILES) ... [H]/N=C/NC(=O)/C(N)=N\[H]
Frontier orbital gap ... 9.23 eV
2S+1 ... 1
LUMO energy ... -0.17 eV

---

10.
Here is C3H6N4O in the gas phase at a distorted geometry from the Open Molecules 2025 dataset. Energies are from ωB97M-V with the def2-TZVPD basis set.

Geometry as XYZ:
```
14
Properties=species:S:1:pos:R:3:nbo_charge:R:1
N 2.783 -0.178 0.057 -0.793
C 1.458 -0.170 0.078 0.659
N 0.659 -1.218 0.033 -0.573
C -0.676 -0.759 -0.103 0.249
N -1.928 -1.490 -0.065 -0.867
C -0.548 0.512 0.067 0.274
N -1.491 1.568 0.001 -0.845
O 0.812 0.958 0.081 -0.443
H 3.054 -1.114 -0.205 0.398
H 3.207 0.468 -0.508 0.386
H -2.770 -0.793 -0.195 0.416
H -1.941 -2.300 0.786 0.406
H -1.447 2.332 0.780 0.372
H -1.171 2.183 -0.808 0.362
```

Structure (SMILES) ... Nc1nc(N)c(N)o1
Frontier orbital gap ... 8.58 eV
2S+1 ... 1
LUMO energy ... 0.74 eV

---

11.
Here is C3H6N4O in the gas phase at a distorted geometry from the Open Molecules 2025 dataset. Energies are from ωB97M-V with the def2-TZVPD basis set.

Geometry as XYZ:
```
14
Properties=species:S:1:pos:R:3:nbo_charge:R:1
C -0.887 1.645 -0.023 -0.115
N -1.987 0.987 0.129 -0.241
N -1.955 -0.443 -0.107 -0.476
C -0.925 -1.313 -0.372 0.289
N 0.388 -1.489 -0.295 -0.525
C 1.116 -0.764 0.719 0.140
N 2.108 0.143 0.596 -0.189
O 2.532 0.528 -0.802 -0.606
H 0.009 1.064 -0.486 0.194
H -0.799 2.636 0.451 0.212
H -2.974 -0.711 -0.148 0.423
H -1.201 -2.215 -0.849 0.190
H 1.314 -1.401 1.843 0.223
H 3.259 1.333 -0.656 0.481
```

Structure (SMILES) ... C=NN/C=N\C=N/O
Frontier orbital gap ... 9.49 eV
2S+1 ... 1
LUMO energy ... 0.42 eV

---

12.
Here is C3H6N4O in the gas phase at a distorted geometry from the Open Molecules 2025 dataset. Energies are from ωB97M-V with the def2-TZVPD basis set.

Geometry as XYZ:
```
14
Properties=species:S:1:pos:R:3:nbo_charge:R:1
H -1.696 -1.029 3.138 0.381
N -1.594 -0.172 2.483 -0.680
C -0.654 -0.149 1.661 0.525
N -0.620 0.336 0.307 -0.523
C 0.277 -0.288 -0.298 0.552
C 0.663 0.176 -1.721 -0.298
N -0.058 1.406 -2.220 -0.804
O 0.939 -1.285 0.397 -0.351
N 0.427 -1.171 1.778 -0.382
H 0.370 -0.623 -2.480 0.222
H 1.608 0.611 -1.863 0.233
H -1.145 1.217 -1.786 0.370
H 0.279 2.250 -1.785 0.357
H 1.205 -1.280 2.389 0.398
```

Structure (SMILES) ... [H]/N=c1/nc(CN)o[nH]1
Frontier orbital gap ... 10.05 eV
2S+1 ... 1
LUMO energy ... 0.68 eV

---

13.
Here is C3H6N4O3S in the gas phase at a distorted geometry from the Open Molecules 2025 dataset. Energies are from ωB97M-V with the def2-TZVPD basis set.

Geometry as XYZ:
```
17
Properties=species:S:1:pos:R:3:nbo_charge:R:1
C 1.643 0.664 0.692 0.105
C -0.301 -0.010 0.037 -0.195
C 2.318 -0.447 0.151 0.478
N 0.100 -1.230 -0.138 -0.318
N 1.423 -1.476 -0.224 -0.424
N 1.903 1.935 0.595 -0.722
N -2.584 0.287 -1.220 -1.066
O 3.516 -0.686 0.205 -0.634
O -2.433 -1.454 0.567 -0.966
O -2.497 0.932 1.259 -0.908
S -2.057 -0.076 0.339 2.226
H -0.551 -2.023 -0.079 0.430
H 1.761 -2.404 -0.434 0.418
H 1.483 2.576 1.252 0.393
H 2.401 2.350 -0.189 0.375
H -3.425 -0.216 -1.452 0.407
H -2.698 1.278 -1.361 0.400
```

Frontier orbital gap (spin up / spin down) ... 8.18 / 8.18 eV
2S+1 ... 1
LUMO energy (spin up / spin down) ... 0.12 / 0.12 eV

---

14.
Here is C3H6N4S in the gas phase at a distorted geometry from the Open Molecules 2025 dataset. Energies are from ωB97M-V with the def2-TZVPD basis set.

Geometry as XYZ:
```
14
Properties=species:S:1:pos:R:3:nbo_charge:R:1
H -2.756 -0.028 -0.299 0.373
N -2.693 -1.005 0.134 -0.579
C -1.417 -1.290 0.186 0.246
N -0.287 -0.461 0.027 -0.485
C 0.904 -0.964 -0.101 0.006
S 2.451 -0.239 -0.183 -0.150
C -0.537 0.938 -0.053 0.584
N 0.158 1.548 0.914 -0.835
N -1.400 1.354 -0.891 -0.706
H -1.571 2.439 -0.729 0.353
H -1.135 -2.257 0.764 0.185
H 0.894 -2.094 -0.072 0.216
H 1.134 1.095 0.770 0.402
H 0.059 2.508 1.008 0.390
```

Structure (SMILES) ... [H]/N=C\N(C=S)/C(N)=N/[H]
Frontier orbital gap ... 8.92 eV
2S+1 ... 1
LUMO energy ... -0.34 eV

---

15.
Here is a gas-phase ion, C3H6N5 (charge +1) at a distorted geometry from the Open Molecules 2025 dataset. Energies are from ωB97M-V with the def2-TZVPD basis set.

Geometry as XYZ:
```
14
Properties=species:S:1:pos:R:3:nbo_charge:R:1
C 1.432 0.781 -0.483 0.759
C 0.218 -0.769 1.404 0.026
C -1.365 0.002 -0.214 0.208
N -2.075 0.063 -1.239 -0.231
N -2.788 0.142 -2.128 0.036
N 1.236 1.583 -1.317 -0.514
N -0.688 -1.102 0.460 -0.593
N 1.434 -0.081 0.452 -0.689
H -0.146 0.024 2.050 0.235
H 0.847 -1.596 1.935 0.270
H -1.145 0.937 0.363 0.141
H 1.270 2.198 -2.079 0.485
H -0.557 -1.981 -0.056 0.428
H 2.327 -0.200 0.853 0.440
```

Frontier orbital gap (spin up / spin down) ... 5.63 / 10.22 eV
⟨S²⟩ ... 2.0234
Charge ... +1
2S+1 ... 3
LUMO energy (spin up / spin down) ... -4.55 / -5.30 eV

---

16.
Here is 2 unconnected molecules or ions with the total composition C3H6NO2 at a distorted geometry from the Open Molecules 2025 dataset. Energies are from ωB97M-V with the def2-TZVPD basis set.

Geometry as XYZ:
```
12
Properties=species:S:1:pos:R:3:nbo_charge:R:1
C 0.938 0.975 0.721 -0.469
C 1.264 -0.774 -0.721 -0.106
N 1.849 0.168 -0.045 -0.448
H 1.525 1.057 1.671 0.166
H -0.024 0.479 0.936 0.253
H 0.841 1.967 0.241 0.184
H 1.978 -1.562 -0.960 0.147
H 0.153 -0.723 -0.890 0.229
O -1.661 0.468 -1.050 -0.801
C -2.132 -0.405 -0.232 0.616
O -1.504 -0.951 0.719 -0.784
H -3.227 -0.700 -0.390 0.014
```

Frontier orbital gap ... 8.73 eV
Charge ... -1
2S+1 ... 1
LUMO energy ... 4.51 eV

---

17.
Here is 2 unconnected molecules or ions with the total composition C3H6NO2 at a distorted geometry from the Open Molecules 2025 dataset. Energies are from ωB97M-V with the def2-TZVPD basis set.

Geometry as XYZ:
```
12
Properties=species:S:1:pos:R:3:nbo_charge:R:1
C -0.391 0.006 -2.670 -0.456
C 0.677 1.585 -1.404 -0.071
N 0.415 1.200 -2.582 -0.433
H -1.432 0.190 -2.378 0.193
H -0.002 -0.836 -2.106 0.209
H -0.501 -0.272 -3.725 0.176
H 1.323 2.456 -1.373 0.149
H 0.457 0.995 -0.511 0.222
O 0.419 -0.430 1.327 -0.821
C -0.466 -0.828 2.129 0.637
O -0.406 -1.385 3.230 -0.767
H -1.505 -0.627 1.690 -0.038
```

Frontier orbital gap ... 7.91 eV
Charge ... -1
2S+1 ... 1
LUMO energy ... 3.94 eV

---

18.
Here is 2 unconnected molecules or ions with the total composition C3H6NO2 at a distorted geometry from the Open Molecules 2025 dataset. Energies are from ωB97M-V with the def2-TZVPD basis set.

Geometry as XYZ:
```
12
Properties=species:S:1:pos:R:3:nbo_charge:R:1
N 0.488 2.397 1.513 -0.914
C 0.045 1.239 0.847 0.862
O -0.395 0.292 1.544 -0.814
O 0.191 1.305 -0.418 -0.837
H 0.632 3.242 1.002 0.367
H 0.244 2.448 2.471 0.358
C 0.135 -1.589 -1.700 -0.427
C -0.499 -2.054 -0.600 -0.410
H 0.146 -2.208 -2.623 0.152
H 0.441 -0.543 -1.747 0.247
H -0.867 -3.081 -0.604 0.152
H -0.561 -1.448 0.315 0.263
```

Frontier orbital gap ... 8.44 eV
Charge ... -1
2S+1 ... 1
LUMO energy ... 4.45 eV

---

19.
Here is 2 unconnected molecules or ions with the total composition C3H6NO2 at a distorted geometry from the Open Molecules 2025 dataset. Energies are from ωB97M-V with the def2-TZVPD basis set.

Geometry as XYZ:
```
12
Properties=species:S:1:pos:R:3:nbo_charge:R:1
C -0.640 1.840 -1.697 -0.628
C 0.058 1.255 -0.688 0.053
N -0.491 0.564 0.353 -0.821
H -1.711 1.706 -1.733 0.177
H -0.062 2.259 -2.507 0.187
H 1.125 1.116 -0.816 0.184
H -1.438 0.269 0.229 0.369
H 0.146 -0.106 0.808 0.440
O 1.498 -1.197 1.663 -0.799
C 0.748 -2.194 1.525 0.633
O -0.475 -2.337 1.688 -0.775
H 1.242 -3.176 1.175 -0.019
```

Frontier orbital gap ... 8.47 eV
Charge ... -1
2S+1 ... 1
LUMO energy ... 4.13 eV